# 1
{"formula": "C81H174BF28N9O3P4", "method": "ωB97M-V/def2-TZVPD", "species": ["C", "C", "C", "C", "N", "C", "C", "C", "C", "C", "H", "H", "H", "H", "H", "H", "H", "H", "H", "H", "H", "H", "H", "H", "H", "H", "H", "H", "H", "H", "C", "C", "C", "C", "N", "C", "C", "C", "C", "C", "H", "H", "H", "H", "H", "H", "H", "H", "H", "H", "H", "H", "H", "H", "H", "H", "H", "H", "H", "H", "C", "C", "C", "C", "N", "C", "C", "C", "C", "C", "H", "H", "H", "H", "H", "H", "H", "H", "H", "H", "H", "H", "H", "H", "H", "H", "H", "H", "H", "H", "C", "C", "C", "C", "N", "C", "C", "C", "C", "C", "H", "H", "H", "H", "H", "H", "H", "H", "H", "H", "H", "H", "H", "H", "H", "H", "H", "H", "H", "H", "C", "C", "C", "C", "N", "C", "C", "C", "C", "C", "H", "H", "H", "H", "H", "H", "H", "H", "H", "H", "H", "H", "H", "H", "H", "H", "H", "H", "H", "H", "C", "C", "C", "C", "N", "C", "C", "C", "C", "C", "H", "H", "H", "H", "H", "H", "H", "H", "H", "H", "H", "H", "H", "H", "H", "H", "H", "H", "H", "H", "C", "C", "C", "C", "C", "C", "N", "O", "C", "C", "C", "H", "H", "H", "H", "H", "H", "H", "H", "H", "H", "H", "H", "H", "H", "H", "H", "H", "H", "C", "C", "C", "C", "C", "C", "N", "O", "C", "C", "C", "H", "H", "H", "H", "H", "H", "H", "H", "H", "H", "H", "H", "H", "H", "H", "H", "H", "H", "C", "C", "C", "C", "C", "C", "N", "O", "C", "C", "C", "H", "H", "H", "H", "H", "H", "H", "H", "H", "H", "H", "H", "H", "H", "H", "H", "H", "H", "B", "F", "F", "F", "F", "P", "F", "F", "F", "F", "F", "F", "P", "F", "F", "F", "F", "F", "F", "P", "F", "F", "F", "F", "F", "F", "P", "F", "F", "F", "F", "F", "F"], "coordinates": [[-0.246, 5.207, 0.095], [0.032, 6.389, -0.869], [1.128, 6.024, -1.886], [2.602, 5.760, -1.446], [3.679, 6.023, -2.516], [5.118, 5.486, -2.118], [5.738, 5.123, -3.462], [4.579, 5.221, -4.527], [3.331, 5.249, -3.836], [3.756, 7.540, -2.744], [-0.974, 4.455, -0.209], [-0.694, 5.652, 0.984], [0.664, 4.717, 0.441], [0.386, 7.270, -0.334], [-0.856, 6.612, -1.461], [1.091, 6.952, -2.457], [0.847, 5.222, -2.569], [2.608, 4.746, -1.045], [2.815, 6.261, -0.502], [5.705, 6.251, -1.611], [4.880, 4.637, -1.477], [6.676, 5.603, -3.744], [5.946, 4.057, -3.376], [4.580, 6.081, -5.197], [4.903, 4.439, -5.213], [2.555, 5.597, -4.517], [3.156, 4.216, -3.538], [2.972, 7.787, -3.461], [4.640, 7.673, -3.368], [3.915, 7.985, -1.762], [-6.323, -4.103, -2.735], [-6.061, -2.539, -2.487], [-5.353, -1.784, -3.648], [-5.943, -2.037, -5.031], [-6.623, -0.689, -5.578], [-7.738, -0.227, -4.672], [-8.706, 0.484, -5.591], [-8.426, -0.023, -7.024], [-7.361, -1.033, -6.863], [-5.519, 0.348, -5.887], [-6.736, -4.721, -1.937], [-5.388, -4.582, -3.028], [-6.910, -4.360, -3.616], [-5.585, -2.401, -1.516], [-7.049, -2.097, -2.357], [-4.296, -1.992, -3.817], [-5.298, -0.719, -3.420], [-6.725, -2.796, -5.038], [-5.131, -2.239, -5.730], [-7.488, 0.317, -3.761], [-8.178, -1.185, -4.394], [-8.503, 1.536, -5.388], [-9.737, 0.292, -5.293], [-8.013, 0.733, -7.692], [-9.253, -0.553, -7.497], [-6.637, -1.195, -7.662], [-7.921, -1.940, -6.634], [-5.894, 0.948, -6.716], [-4.657, -0.305, -6.026], [-5.417, 0.817, -4.909], [7.113, -4.811, -7.008], [7.706, -4.866, -5.560], [6.930, -5.819, -4.598], [5.601, -5.160, -4.066], [4.548, -6.042, -3.384], [3.262, -5.233, -2.996], [3.242, -5.191, -1.416], [3.922, -6.460, -1.052], [5.058, -6.610, -2.040], [4.111, -7.079, -4.492], [7.745, -4.182, -7.635], [6.131, -4.373, -7.187], [7.185, -5.833, -7.383], [7.619, -3.893, -5.077], [8.711, -5.276, -5.461], [7.479, -5.949, -3.666], [6.926, -6.828, -5.011], [5.115, -4.665, -4.907], [5.818, -4.355, -3.364], [2.410, -5.849, -3.283], [3.370, -4.371, -3.654], [2.220, -4.960, -1.117], [3.736, -4.308, -1.012], [3.200, -7.277, -1.084], [4.317, -6.528, -0.038], [5.529, -7.576, -2.221], [5.832, -5.920, -1.707], [3.785, -6.558, -5.393], [3.333, -7.604, -3.938], [4.996, -7.714, -4.546], [-3.290, 3.036, 7.831], [-2.232, 3.981, 8.431], [-0.867, 3.980, 7.810], [-0.874, 4.471, 6.296], [0.367, 4.223, 5.501], [0.085, 4.444, 3.994], [0.833, 3.305, 3.168], [1.316, 2.327, 4.224], [0.503, 2.635, 5.477], [1.506, 5.065, 5.972], [-3.684, 3.418, 6.890], [-4.146, 2.969, 8.502], [-2.790, 2.068, 7.787], [-2.207, 3.885, 9.517], [-2.643, 4.987, 8.338], [-0.377, 3.013, 7.928], [-0.272, 4.676, 8.401], [-1.090, 5.536, 6.376], [-1.767, 4.088, 5.801], [0.506, 5.353, 3.564], [-0.962, 4.219, 3.793], [1.744, 3.547, 2.621], [0.026, 2.946, 2.528], [2.394, 2.390, 4.379], [1.157, 1.288, 3.936], [0.947, 2.373, 6.437], [-0.459, 2.129, 5.401], [1.719, 4.684, 6.971], [1.067, 6.062, 5.952], [2.391, 4.869, 5.366], [-8.650, 5.035, -5.175], [-8.085, 3.854, -4.184], [-7.726, 4.346, -2.777], [-7.502, 3.122, -1.769], [-6.697, 3.211, -0.410], [-5.291, 3.707, -0.670], [-4.800, 4.421, 0.613], [-6.002, 4.755, 1.376], [-7.194, 4.399, 0.385], [-6.836, 1.874, 0.307], [-9.507, 5.585, -4.786], [-8.887, 4.644, -6.164], [-7.818, 5.737, -5.228], [-7.191, 3.406, -4.617], [-8.755, 3.006, -4.043], [-8.317, 5.131, -2.304], [-6.886, 5.005, -2.997], [-7.182, 2.222, -2.295], [-8.521, 2.861, -1.485], [-4.695, 2.826, -0.905], [-5.322, 4.396, -1.514], [-3.959, 3.890, 1.058], [-4.274, 5.303, 0.246], [-6.121, 4.053, 2.202], [-6.082, 5.727, 1.864], [-8.063, 3.983, 0.894], [-7.530, 5.190, -0.285], [-6.256, 1.802, 1.227], [-6.563, 1.066, -0.372], [-7.877, 1.792, 0.620], [-2.539, -4.701, -1.129], [-3.811, -5.019, -0.280], [-3.921, -4.099, 0.968], [-4.905, -4.655, 1.981], [-5.083, -3.963, 3.348], [-3.843, -3.960, 4.287], [-4.444, -3.692, 5.649], [-5.675, -4.536, 5.676], [-6.085, -4.795, 4.215], [-5.742, -2.525, 3.191], [-2.635, -3.637, -1.348], [-2.754, -5.107, -2.117], [-1.557, -5.016, -0.777], [-3.671, -6.055, 0.026], [-4.760, -5.108, -0.808], [-4.376, -3.169, 0.629], [-3.010, -3.897, 1.532], [-4.502, -5.633, 2.247], [-5.922, -4.746, 1.598], [-3.103, -3.220, 3.983], [-3.339, -4.924, 4.221], [-4.481, -2.624, 5.865], [-3.654, -3.908, 6.368], [-6.526, -4.088, 6.189], [-5.266, -5.476, 6.046], [-7.137, -4.817, 3.929], [-5.707, -5.789, 3.972], [-5.021, -2.037, 2.535], [-5.786, -1.962, 4.123], [-6.733, -2.508, 2.739], [1.032, -3.408, 4.448], [1.307, -2.177, 5.365], [0.024, -1.368, 5.374], [-1.178, -2.083, 6.040], [-0.758, -2.392, 7.547], [0.554, -3.131, 7.728], [1.592, -2.614, 6.796], [2.882, -3.094, 7.141], [0.319, -4.688, 7.428], [1.060, -2.888, 9.161], [2.596, -1.388, 4.796], [1.921, -4.037, 4.403], [0.680, -3.137, 3.453], [0.301, -4.092, 4.878], [-0.300, -1.259, 4.339], [0.174, -0.321, 5.635], [-1.419, -3.016, 5.531], [-2.092, -1.490, 6.009], [-1.537, -2.974, 8.039], [-0.819, -1.434, 8.063], [-0.362, -4.835, 6.590], [-0.213, -5.040, 8.312], [1.232, -5.274, 7.325], [1.948, -3.455, 9.441], [0.257, -3.172, 9.840], [1.099, -1.813, 9.338], [2.648, -1.539, 3.718], [3.471, -1.671, 5.382], [2.543, -0.306, 4.921], [-0.477, 1.096, -3.037], [-0.639, 0.227, -1.733], [-0.406, -1.229, -2.251], [-0.069, -2.258, -1.096], [1.266, -1.737, -0.536], [1.180, -0.366, 0.177], [0.545, 0.591, -0.753], [0.473, 1.906, -0.380], [2.584, 0.162, 0.569], [0.248, -0.438, 1.410], [-2.085, 0.279, -1.230], [-0.193, 2.141, -2.915], [-1.355, 1.034, -3.680], [0.363, 0.594, -3.518], [0.381, -1.248, -3.004], [-1.229, -1.638, -2.837], [0.095, -3.152, -1.697], [-0.925, -2.317, -0.423], [2.055, -1.706, -1.287], [1.643, -2.543, 0.094], [2.724, 1.167, 0.967], [3.282, 0.116, -0.268], [3.015, -0.475, 1.341], [0.425, 0.500, 1.935], [0.460, -1.248, 2.107], [-0.825, -0.479, 1.218], [-2.227, -0.271, -0.299], [-2.866, -0.152, -1.857], [-2.476, 1.277, -1.034], [9.852, 0.743, -3.223], [8.319, 0.517, -3.170], [7.801, -0.980, -3.463], [8.060, -1.932, -2.301], [7.428, -1.359, -1.036], [7.769, 0.071, -0.565], [7.674, 0.953, -1.822], [7.545, 2.287, -1.581], [9.343, 0.097, -0.143], [6.761, 0.432, 0.581], [7.774, 1.418, -4.368], [10.379, 0.025, -2.595], [10.291, 1.691, -2.909], [10.250, 0.523, -4.214], [8.268, -1.335, -4.381], [6.731, -0.904, -3.659], [9.123, -2.169, -2.341], [7.519, -2.865, -2.457], [7.889, -1.948, -0.243], [6.361, -1.577, -1.059], [9.799, 1.077, -0.279], [9.861, -0.671, -0.718], [9.519, -0.299, 0.858], [6.966, 1.444, 0.928], [6.825, -0.312, 1.374], [5.820, 0.398, 0.031], [8.346, 2.328, -4.551], [6.705, 1.620, -4.313], [7.992, 0.884, -5.293], [-3.780, 2.399, -3.543], [-3.341, 1.775, -4.679], [-4.724, 3.318, -3.959], [-4.382, 1.460, -2.711], [-2.699, 3.003, -2.878], [3.683, 0.307, -3.991], [3.510, -1.219, -3.284], [4.824, 0.625, -2.857], [4.710, -0.408, -4.963], [4.039, 1.747, -4.755], [2.400, 0.013, -4.996], [2.721, 1.041, -2.945], [-3.215, 0.727, 2.931], [-1.805, 1.372, 2.455], [-3.976, 2.176, 2.688], [-3.702, 0.270, 1.436], [-4.445, 0.020, 3.651], [-2.292, -0.646, 3.181], [-2.900, 1.167, 4.458], [5.580, -3.609, 2.385], [5.719, -4.036, 0.808], [4.061, -4.030, 2.490], [5.965, -5.088, 2.906], [5.379, -3.170, 3.948], [7.161, -3.149, 2.548], [4.916, -2.191, 1.941], [4.557, 3.802, 1.809], [3.218, 3.726, 0.851], [4.878, 5.304, 1.343], [3.643, 4.377, 3.078], [5.911, 3.872, 2.748], [4.239, 2.334, 2.406], [5.310, 3.271, 0.494]], "mulliken_spin": [0.000, 0.000, 0.000, 0.000, 0.000, 0.000, 0.000, 0.000, 0.000, 0.000, 0.000, 0.000, 0.000, 0.000, 0.000, 0.000, 0.000, 0.000, 0.000, 0.000, 0.000, 0.000, 0.000, 0.000, 0.000, 0.000, 0.000, 0.000, 0.000, 0.000, 0.000, 0.000, 0.000, 0.000, 0.000, 0.000, 0.000, 0.000, 0.000, 0.000, 0.000, 0.000, 0.000, 0.000, 0.000, 0.000, 0.000, 0.000, 0.000, 0.000, 0.000, 0.000, 0.000, 0.000, 0.000, 0.000, 0.000, 0.000, 0.000, 0.000, 0.000, 0.000, 0.000, 0.000, 0.000, 0.000, 0.000, 0.000, 0.000, 0.000, 0.000, 0.000, 0.000, 0.000, 0.000, 0.000, 0.000, 0.000, 0.000, 0.000, 0.000, 0.000, 0.000, 0.000, 0.000, 0.000, 0.000, 0.000, 0.000, 0.000, 0.000, 0.000, 0.000, 0.000, 0.000, 0.000, 0.000, 0.001, 0.000, 0.000, 0.000, 0.000, 0.000, 0.000, 0.000, 0.000, 0.000, 0.000, 0.000, 0.000, 0.000, 0.000, 0.000, 0.000, -0.001, 0.001, -0.001, 0.000, 0.000, 0.000, 0.000, 0.000, 0.000, 0.000, 0.000, 0.000, 0.000, 0.000, 0.000, 0.000, 0.000, 0.000, 0.000, 0.000, 0.000, 0.000, 0.000, 0.000, 0.000, 0.000, 0.000, 0.000, 0.000, 0.000, 0.000, 0.000, 0.000, 0.000, 0.000, 0.000, 0.000, 0.000, -0.001, 0.000, 0.000, 0.001, 0.000, 0.000, 0.000, 0.000, 0.000, 0.000, 0.000, 0.000, 0.000, 0.000, 0.001, 0.000, 0.000, -0.001, 0.000, 0.000, 0.000, 0.000, 0.000, 0.000, 0.000, 0.000, 0.000, 0.000, 0.011, -0.027, 0.053, -0.005, 0.037, -0.025, 0.371, 0.580, 0.032, 0.012, -0.017, -0.011, 0.011, -0.002, 0.007, -0.017, -0.004, 0.000, -0.001, -0.003, -0.005, -0.001, -0.002, 0.001, -0.001, -0.004, -0.003, 0.026, -0.011, 0.001, 0.002, -0.001, 0.001, -0.004, 0.012, 0.005, -0.002, -0.004, -0.002, -0.002, 0.000, 0.000, 0.000, 0.000, 0.000, 0.000, 0.000, -0.001, 0.000, 0.000, 0.001, -0.001, 0.001, 0.000, -0.003, 0.000, 0.000, 0.000, 0.000, 0.000, 0.000, 0.000, 0.000, 0.000, 0.000, 0.000, 0.000, 0.001, 0.000, 0.000, 0.000, 0.000, 0.000, 0.000, 0.000, 0.000, 0.000, 0.000, 0.000, 0.000, 0.000, 0.000, 0.000, 0.000, 0.000, 0.000, 0.000, 0.000, 0.000, 0.000, 0.000, 0.000, 0.000, 0.000, 0.000, 0.000, 0.000, 0.000, 0.000, 0.000, 0.000, 0.000, 0.000, 0.000, 0.000, 0.000, 0.000, 0.000, 0.000, 0.000, 0.000, 0.000, 0.000, 0.000, 0.000, 0.000, 0.000, 0.000, 0.000, 0.000], "multiplicity": 2, "orbital_gap_ev": [3.76, 4.72], "s2": 0.76, "fmax_ha_per_bohr": 0.18105, "e_homo_ha": [-0.431, -0.467], "total_charge": 3}

# 2
{"formula": "C4H5NO", "method": "ωB97M-V/def2-TZVPD", "species": ["C", "C", "C", "O", "C", "N", "H", "H", "H", "H", "H"], "coordinates": [[-1.578, -0.379, -0.102], [-0.169, 0.077, -0.131], [0.492, 1.117, 0.434], [1.835, 0.905, 0.306], [1.906, -0.276, -0.377], [0.747, -0.754, -0.703], [-1.646, -1.345, 0.420], [-1.915, -0.539, -1.127], [-2.216, 0.340, 0.407], [0.154, 2.027, 0.905], [2.391, -1.174, -0.033]], "mulliken_charge": [-0.968, 0.504, -0.274, -0.273, -0.014, -0.494, 0.248, 0.266, 0.293, 0.378, 0.334], "smiles": "Cc1cocn1", "orbital_gap_ev": 10.12, "de_lowest_kj_mol": 154.5, "fmax_ha_per_bohr": 0.05014, "e_homo_ha": -0.336, "total_charge": 0}

# 3
{"formula": "C2H4OS2", "method": "ωB97M-V/def2-TZVPD", "species": ["C", "C", "O", "S", "S", "H", "H", "H", "H"], "coordinates": [[-0.610, -0.267, -2.115], [0.014, 0.619, 0.213], [-1.721, -1.833, -3.642], [-1.205, -0.465, -3.615], [0.401, 0.972, -1.555], [-0.624, -1.386, -1.176], [0.426, 1.275, 0.931], [0.271, -0.410, 0.283], [-1.050, 0.589, 0.381]], "mulliken_charge": [-0.027, -0.959, -0.511, 0.312, 0.001, 0.174, 0.339, 0.296, 0.374], "orbital_gap_ev": 8.16, "de_lowest_kj_mol": 274.5, "fmax_ha_per_bohr": 0.09267, "e_homo_ha": -0.310, "total_charge": 0}